{
  "formula": "C29H36CoF5IO7P2",
  "method": "the ωB97M-V functional and the def2-TZVPD basis",
  "multiplicity": 4,
  "e_tot_ev": -122887.344,
  "e_lumo_ev": [0.35, 0.35],
  "total_charge": 0,
  "species": ["Co", "I", "C", "C", "C", "C", "C", "C", "C", "C", "C", "C", "H", "H", "H", "H", "H", "H", "C", "C", "C", "O", "P", "O", "C", "P", "O", "O", "C", "C", "C", "O", "C", "C", "C", "O", "C", "C", "C", "H", "H", "H", "H", "H", "H", "H", "H", "H", "H", "H", "H", "H", "H", "H", "H", "H", "H", "H", "H", "H", "H", "H", "H", "H", "H", "H", "H", "H", "H", "F", "C", "C", "F", "C", "F", "C", "O", "C", "F", "C", "F"],
  "xyz": [[-0.901609, 1.671352, 1.075212], [-3.502459, 2.101999, 1.608539], [-3.321549, 3.970751, 0.633365], [-4.404298, 4.794043, 0.637421], [-4.324188, 6.026611, -0.054224], [-3.191185, 6.351692, -0.739091], [-2.068254, 5.484794, -0.755291], [-0.909480, 5.800983, -1.505174], [0.160813, 4.956128, -1.504860], [0.134409, 3.772414, -0.728126], [-0.953428, 3.403652, 0.031192], [-2.092279, 4.262707, -0.018223], [-5.316101, 4.515274, 1.152071], [-5.175459, 6.698494, -0.038210], [-3.131976, 7.286480, -1.286355], [-0.896455, 6.721988, -2.079492], [1.039032, 5.194544, -2.097668], [1.022356, 3.141970, -0.730689], [3.761345, -1.390728, 1.772484], [3.342643, -0.931298, 0.386792], [2.718707, 0.453561, 0.420332], [2.456114, -1.912994, -0.280169], [1.006792, -2.309675, 0.224898], [0.573303, -1.603693, 1.426615], [-0.012892, -2.110140, -1.274373], [-0.429246, -0.421604, -1.735231], [-0.650366, 0.466084, -0.578326], [-1.686902, -0.539960, -2.687277], [-3.044405, -0.272217, -2.179125], [-3.958062, -1.299727, -2.804342], [-3.407892, 1.153197, -2.532385], [0.718353, 0.140538, -2.633614], [1.349516, -0.327166, -3.866176], [0.439749, -1.180779, -4.732479], [2.645334, -1.021573, -3.501533], [0.956672, -3.890826, 0.266564], [1.370452, -4.829014, 1.311149], [2.821900, -5.210842, 1.102778], [1.083502, -4.318995, 2.714077], [4.479717, -0.678230, 2.184394], [4.238048, -2.371693, 1.736509], [2.892927, -1.428156, 2.436279], [4.211617, -0.921066, -0.264282], [1.894843, 0.488903, 1.138751], [2.342537, 0.739340, -0.564676], [3.476376, 1.177312, 0.728772], [-0.951923, -2.636446, -1.086752], [0.507099, -2.610060, -2.092009], [-3.044818, -0.384043, -1.093567], [-3.917060, -1.223688, -3.894543], [-4.986271, -1.127357, -2.478448], [-3.664762, -2.311777, -2.514748], [-3.385460, 1.289016, -3.618964], [-2.703509, 1.853122, -2.074902], [-4.411883, 1.382035, -2.166747], [1.576746, 0.593847, -4.392610], [0.181010, -2.121507, -4.232568], [0.962171, -1.419884, -5.659378], [-0.485540, -0.656751, -4.973706], [2.461522, -1.877433, -2.847431], [3.319796, -0.338263, -2.982662], [3.136529, -1.373828, -4.409244], [0.748272, -5.698506, 1.116965], [3.473500, -4.362867, 1.316827], [2.993397, -5.529700, 0.073858], [3.088487, -6.029017, 1.775217], [1.710194, -3.457786, 2.958783], [1.290530, -5.116195, 3.431046], [0.040299, -4.015132, 2.815246], [0.436574, -2.188298, 6.659456], [0.393393, -1.305786, 5.653693], [1.377797, -0.356278, 5.506617], [2.388041, -0.324712, 6.376460], [1.337462, 0.553502, 4.468981], [2.337406, 1.430128, 4.355148], [0.305476, 0.583899, 3.528702], [0.314256, 1.457415, 2.543644], [-0.666666, -0.410742, 3.715850], [-1.685106, -0.494555, 2.821451], [-0.638540, -1.326393, 4.740980], [-1.596991, -2.250394, 4.842550]],
  "atomic_forces_ev_per_a": [[0.440, -0.025, -0.314], [-0.185, 0.103, 0.071], [0.100, -0.221, 0.059], [-0.052, 0.101, -0.056], [-0.083, -0.022, 0.059], [0.005, -0.013, -0.006], [-0.002, -0.110, 0.058], [-0.076, 0.074, 0.015], [0.095, -0.118, 0.019], [0.024, 0.117, -0.015], [-0.077, -0.019, 0.041], [0.014, 0.193, -0.111], [0.061, 0.035, -0.033], [0.069, -0.058, -0.019], [0.000, -0.038, 0.010], [0.006, -0.051, 0.030], [-0.050, -0.011, 0.072], [-0.068, 0.049, -0.030], [-0.155, -0.139, -0.054], [-0.200, 0.159, 0.113], [-0.168, -0.155, -0.001], [0.304, 0.136, 0.221], [0.158, -0.218, -0.277], [-0.288, 0.127, 0.230], [0.012, 0.072, 0.363], [0.097, 0.010, -0.203], [-0.108, -0.206, 0.280], [-0.136, 0.003, 0.299], [-0.012, 0.093, -0.099], [0.056, -0.102, -0.096], [0.112, 0.076, -0.059], [0.085, 0.073, -0.159], [0.014, -0.199, 0.073], [-0.148, -0.016, 0.216], [-0.002, -0.064, 0.086], [0.068, -0.121, 0.043], [0.074, 0.173, 0.115], [0.019, 0.116, -0.063], [-0.016, 0.143, -0.110], [-0.055, -0.026, -0.042], [-0.004, 0.043, 0.020], [0.099, 0.025, -0.040], [0.066, -0.104, -0.175], [0.140, 0.052, -0.111], [0.054, -0.001, 0.008], [-0.033, -0.030, -0.010], [0.025, -0.020, -0.004], [-0.118, -0.020, -0.025], [0.140, -0.036, 0.045], [-0.037, -0.008, 0.088], [0.076, -0.017, -0.023], [-0.046, 0.072, -0.029], [-0.028, -0.010, 0.127], [-0.062, -0.026, -0.014], [0.061, -0.006, -0.023], [-0.036, 0.174, -0.055], [0.039, 0.112, -0.138], [0.002, 0.008, 0.034], [0.076, -0.041, 0.010], [0.068, 0.062, -0.085], [-0.058, -0.041, 0.002], [0.022, 0.015, 0.002], [-0.132, -0.054, -0.077], [0.009, -0.043, -0.007], [-0.005, -0.010, 0.044], [-0.025, 0.043, -0.033], [-0.057, -0.087, 0.003], [-0.006, 0.011, -0.054], [0.074, -0.015, 0.014], [0.000, -0.075, 0.087], [-0.064, -0.111, 0.063], [0.131, 0.074, -0.038], [0.231, 0.030, 0.167], [-0.036, 0.025, -0.007], [0.256, 0.213, 0.010], [-0.089, -0.023, -0.328], [-0.342, -0.381, 0.263], [-0.286, 0.292, -0.424], [0.120, 0.118, 0.088], [0.010, 0.018, -0.096], [-0.168, -0.151, -0.006]]
}

=====

{
  "formula": "C6H12O",
  "method": "the ωB97M-V functional and the def2-TZVPD basis",
  "e_tot_ev": -8462.932,
  "e_lumo_ev": 0.80,
  "total_charge": 0,
  "smiles": "C=C/C(C)=C/C.O",
  "species": ["C", "C", "C", "C", "C", "C", "H", "H", "H", "H", "H", "H", "H", "H", "H", "H", "O", "H", "H"],
  "xyz": [[2.290165, -1.402177, 0.354136], [1.331573, -0.545472, 0.676019], [0.322868, -0.017228, -0.288316], [0.481757, 1.446674, -0.603545], [-0.592131, -0.838165, -0.803287], [-1.712101, -0.448262, -1.726227], [2.398338, -1.765886, -0.663665], [2.980267, -1.778524, 1.100623], [1.242867, -0.162860, 1.689551], [0.574395, 2.052409, 0.302459], [-0.325721, 1.836347, -1.219713], [1.405842, 1.555360, -1.175108], [-0.483550, -1.889519, -0.557905], [-1.496884, -0.799955, -2.733336], [-1.916423, 0.624857, -1.724656], [-2.642532, -0.938222, -1.446521], [-1.370188, 1.182764, 2.199343], [-1.906388, 0.386343, 2.183409], [-1.549594, 1.599735, 1.343594]],
  "atomic_forces_ev_per_a": [[-0.028, -0.117, 0.066], [-0.165, 0.098, -0.301], [0.228, -0.094, 0.288], [-0.124, -0.156, -0.036], [0.077, 0.308, -0.103], [0.021, -0.177, 0.158], [-0.010, 0.011, 0.091], [0.017, 0.044, -0.071], [0.067, 0.018, 0.009], [0.034, -0.074, -0.048], [-0.046, 0.054, 0.033], [0.049, 0.150, 0.057], [-0.223, -0.021, 0.076], [-0.002, 0.201, -0.245], [0.172, -0.132, -0.176], [-0.075, -0.115, 0.157], [-0.090, 0.278, -0.247], [-0.005, -0.136, 0.018], [0.102, -0.140, 0.274]]
}